(1)
DFT (ωB97M-V with the def2-TZVPD basis set) results for C11H18OPtS as an isolated structure.

The calculation puts the largest force on an atom at 0.33 eV/A. Its expectation value of S² is 2.007. Its net charge is +2. For the LUMO energy (alpha / beta), the calculation gives -6.73 / -9.36 eV. The calculation puts the energy above the lowest of the compared OMol25 structures with the same formula, charge and spin at 0.63 kcal/mol. The value obtained for the total energy is -27810.572 eV. The multiplicity is 3. For the gap between HOMO and LUMO (alpha / beta), the calculation gives 0.3541 / 0.2990 Eh.

Atoms and positions in Å:
Pt: 0.19 -0.10 1.18
C: -3.01 1.59 1.68
C: -2.20 0.34 1.73
C: -2.13 -0.51 0.60
C: -1.41 -1.74 0.62
C: -1.39 -2.63 -0.58
C: -0.69 -2.06 1.80
C: -0.71 -1.23 2.95
C: 0.03 -1.61 4.18
C: -1.45 -0.02 2.88
H: -2.78 2.17 0.79
H: -2.85 2.21 2.56
H: -4.07 1.33 1.63
H: -2.64 -0.22 -0.31
H: -0.65 -2.28 -1.31
H: -2.36 -2.63 -1.07
H: -1.13 -3.65 -0.30
H: -0.10 -2.97 1.82
H: 0.96 -2.13 3.95
H: -0.59 -2.30 4.76
H: 0.25 -0.75 4.81
H: -1.43 0.65 3.73
C: 1.81 3.49 -0.98
S: 1.41 2.91 0.65
C: 2.98 3.15 1.47
O: 1.36 1.35 0.44
H: 2.00 4.56 -0.91
H: 0.95 3.31 -1.62
H: 2.69 2.96 -1.35
H: 3.15 4.22 1.53
H: 3.77 2.65 0.91
H: 2.90 2.74 2.48

(2)
DFT (ωB97M-V with the def2-TZVPD basis set) results for C11H19AuNO as an isolated structure.

The calculation puts the largest force on an atom at 2.82 eV/A. Its expectation value of S² is 2.015. Its net charge is -1. For the LUMO energy (alpha / beta), the calculation gives 3.54 / 2.81 eV. The calculation puts the energy above the lowest of the compared OMol25 structures with the same formula, charge and spin at 0.00 kcal/mol. The value obtained for the total energy is -18939.948 eV. The multiplicity is 3. For the gap between HOMO and LUMO (alpha / beta), the calculation gives 0.2046 / 0.2287 Eh.

Atoms and positions in Å:
C: -0.86 1.29 -3.35
C: 0.53 1.05 -3.58
C: 1.28 1.72 -2.56
C: 0.34 2.39 -1.68
C: -0.99 2.11 -2.18
Au: 0.04 0.12 -1.37
N: -1.33 -1.42 -1.06
C: -0.38 -2.52 -1.09
C: 0.78 -1.83 -1.81
H: 2.36 1.78 -2.49
H: 0.94 0.47 -4.40
H: 0.59 3.04 -0.84
H: -1.93 2.51 -1.78
H: -1.68 0.94 -3.97
H: 0.65 -1.93 -2.89
H: -0.81 -3.36 -1.66
H: -1.80 -1.40 -0.13
H: 1.77 -1.98 -1.38
H: -0.09 -2.91 -0.10
C: 1.28 -0.73 2.90
C: 0.07 0.00 2.31
C: -1.20 -0.70 2.78
C: 0.02 1.44 2.82
O: 0.22 -0.11 0.95
H: 1.27 -0.74 4.00
H: 2.20 -0.23 2.55
H: 1.30 -1.75 2.52
H: -1.27 -0.73 3.87
H: -2.08 -0.18 2.38
H: -1.22 -1.73 2.40
H: 0.91 2.00 2.49
H: -0.87 1.94 2.43
H: -0.02 1.47 3.92

(3)
DFT (ωB97M-V with the def2-TZVPD basis set) results for C11H19BCl3IrNO as an isolated structure.

The calculation puts the largest force on an atom at 6.93 eV/A. Its expectation value of S² is 8.784. Its net charge is -2. For the LUMO energy (alpha / beta), the calculation gives 4.73 / 4.37 eV. The calculation puts the energy above the lowest of the compared OMol25 structures with the same formula, charge and spin at 14.46 kcal/mol. The value obtained for the total energy is -56330.962 eV. The multiplicity is 6. For the gap between HOMO and LUMO (alpha / beta), the calculation gives 0.1610 / 0.2056 Eh.

Atoms and positions in Å:
C: -0.61 0.97 -1.48
C: -1.40 -0.19 -1.41
C: -0.63 -1.27 -1.00
C: -2.82 -0.23 -1.85
C: 0.77 -0.81 -0.77
C: 0.77 0.64 -1.10
C: 1.97 1.31 -1.65
C: -1.02 2.28 -2.01
C: -1.05 -2.68 -1.12
C: 1.93 -1.68 -1.11
Ir: 0.85 0.24 0.90
Cl: -2.64 -1.08 1.84
Cl: -0.30 2.14 1.18
Cl: 1.35 -1.79 1.82
H: -3.32 0.70 -1.57
H: -3.34 -1.02 -1.31
H: -2.94 -0.38 -2.93
H: -1.94 -2.80 -0.51
H: -0.32 -3.34 -0.66
H: -1.28 -3.01 -2.16
H: 1.84 -2.65 -0.61
H: 2.83 -1.24 -0.69
H: 2.02 -1.82 -2.20
H: 2.83 1.11 -1.00
H: 1.77 2.38 -1.72
H: 2.18 0.95 -2.66
H: -1.98 2.59 -1.56
H: -1.17 2.24 -3.10
H: -0.26 3.04 -1.78
O: 2.48 1.14 1.32
H: 2.21 2.04 1.50
B: 0.18 0.40 5.38
C: 0.25 0.36 3.86
N: 0.25 0.24 2.70
H: 1.16 -0.18 5.84
H: -0.82 -0.17 5.81
H: 0.21 1.55 5.81

(4)
DFT (ωB97M-V with the def2-TZVPD basis set) results for the molecule C11H19BO3P2S.

The calculation puts the largest force on an atom at 4.37 eV/A. Its net charge is 0. For the LUMO energy, the calculation gives -1.70 eV. The value obtained for the total energy is -47935.651 eV. As for the SMILES: Cc1ccc(C(C)C)c(OCB([PH2]=S)P(O)O)c1. For the gap between HOMO and LUMO, the calculation gives 0.2284 Eh.

Atoms and positions in Å:
C: 4.78 -2.01 -0.10
C: 3.55 -0.94 -0.26
C: 3.70 0.68 -0.05
C: 2.39 1.64 -0.26
C: 0.86 1.10 -0.67
C: -0.26 2.26 -0.86
C: -0.21 3.20 0.52
C: -1.80 1.81 -1.05
C: 0.72 -0.52 -0.87
O: -0.56 -1.10 -1.26
C: -1.07 -2.09 -0.30
B: -2.12 -1.50 0.82
P: -1.52 -0.67 2.48
S: 0.39 -1.14 2.72
P: -4.01 -1.69 0.47
O: -4.31 -2.68 -0.93
O: -4.81 -0.15 0.36
C: 2.06 -1.50 -0.68
H: 5.03 -2.08 1.06
H: 4.44 -3.08 -0.45
H: 5.72 -1.62 -0.69
H: 4.74 1.15 0.23
H: 2.57 2.82 -0.13
H: 0.10 2.98 -1.74
H: -0.32 2.52 1.50
H: -1.10 4.00 0.48
H: 0.78 3.84 0.59
H: -2.33 1.35 -0.12
H: -1.87 1.14 -2.03
H: -2.42 2.80 -1.32
H: -0.26 -2.70 0.27
H: -1.69 -2.88 -0.94
H: -2.28 -1.35 3.54
H: -1.75 0.76 2.52
H: -4.68 -2.03 -1.62
H: -4.34 0.35 -0.38
H: 1.84 -2.66 -0.85

(5)
DFT (ωB97M-V with the def2-TZVPD basis set) results for the molecule C11H19ClSi.

The calculation puts the largest force on an atom at 6.71 eV/A. Its net charge is 0. For the LUMO energy, the calculation gives 0.81 eV. The calculation puts the energy above the lowest of the compared OMol25 structures with the same formula, charge and spin at 2.80 kcal/mol. The value obtained for the total energy is -32114.351 eV. As for the SMILES: C/C=C/[Si@](C)(Cl)[C@@H]1C[C@H]2CC[C@@H]1C2. For the gap between HOMO and LUMO, the calculation gives 0.3558 Eh.

Atoms and positions in Å:
C: 2.79 0.47 1.11
C: 2.33 0.32 -0.19
C: -3.14 0.95 -0.40
C: -2.84 -0.29 0.39
C: -0.95 1.17 0.38
C: -1.02 0.36 -1.76
C: -1.70 1.38 -0.92
C: -1.31 -0.37 0.47
C: -0.73 -0.91 -0.89
C: 3.27 1.83 1.44
C: 1.38 -3.08 0.45
Si: 1.11 -1.53 -0.74
Cl: 1.86 -1.99 -2.58
H: 2.42 -0.26 1.91
H: 2.77 0.78 -1.00
H: -3.88 0.83 -1.30
H: -3.52 1.85 0.23
H: -3.27 -0.30 1.42
H: -3.20 -1.20 -0.10
H: 0.14 1.23 0.30
H: -1.34 1.76 1.18
H: -1.57 -0.13 -2.53
H: -0.27 0.86 -2.36
H: -1.71 2.39 -1.38
H: -1.00 -0.78 1.42
H: -1.35 -1.75 -1.23
H: 4.07 1.85 2.18
H: 2.35 2.32 1.91
H: 3.61 2.30 0.49
H: 1.02 -4.05 0.04
H: 2.51 -3.10 0.53
H: 1.17 -2.90 1.53

(6)
DFT (ωB97M-V with the def2-TZVPD basis set) results for C11H19F6N3O8RhS2 as an isolated structure.

The calculation puts the largest force on an atom at 4.25 eV/A. Its expectation value of S² is 6.012. Its net charge is +1. For the LUMO energy (alpha / beta), the calculation gives -2.48 / -4.92 eV. The calculation puts the energy above the lowest of the compared OMol25 structures with the same formula, charge and spin at 63.04 kcal/mol. The value obtained for the total energy is -73536.353 eV. The multiplicity is 5. For the gap between HOMO and LUMO (alpha / beta), the calculation gives 0.3303 / 0.2356 Eh.

Atoms and positions in Å:
Rh: -0.18 0.09 0.65
C: 2.66 2.45 -3.33
N: 2.25 2.46 -1.95
C: 2.85 3.45 -1.08
C: 1.28 1.68 -1.47
O: 0.86 1.80 -0.31
C: 0.72 0.62 -2.42
O: -0.36 -0.04 -1.78
C: -0.65 -1.35 -2.23
C: -0.33 -2.38 -1.14
O: -0.39 -2.04 0.06
N: -0.01 -3.62 -1.49
C: 0.35 -4.56 -0.44
C: -0.04 -4.14 -2.84
H: 3.60 2.99 -3.43
H: 2.81 1.44 -3.70
H: 1.93 2.95 -3.96
H: 3.92 3.51 -1.29
H: 2.40 4.43 -1.22
H: 2.71 3.14 -0.04
H: 0.35 1.09 -3.34
H: 1.52 -0.09 -2.65
H: -1.73 -1.39 -2.43
H: -0.10 -1.56 -3.16
H: 0.62 -4.00 0.45
H: -0.50 -5.21 -0.21
H: 1.19 -5.16 -0.77
H: -0.81 -3.67 -3.44
H: 0.94 -4.02 -3.32
H: -0.26 -5.21 -2.78
F: 4.41 -1.40 2.96
C: 4.00 -1.53 1.71
F: 5.00 -1.28 0.88
F: 3.58 -2.78 1.52
S: 2.54 -0.38 1.33
O: 2.16 -0.77 0.00
O: 2.94 0.96 1.58
N: 1.34 -0.79 3.72
S: -1.28 -0.18 2.76
O: -2.24 -0.19 1.63
O: -0.54 1.10 2.78
C: -2.53 0.12 4.25
F: -3.30 1.16 4.02
F: -1.82 0.31 5.35
F: -3.26 -0.98 4.39
C: 1.97 0.33 4.27
O: 1.47 -1.00 2.36
H: 1.51 1.27 3.91
H: 3.04 0.41 4.02
H: 1.83 0.25 5.34